The following is a quantum chemistry calculation of a 2-piece molecular cluster, C3H10NOS overall at a distorted geometry, from the Open Molecules 2025 dataset.

Summary:
Relative energy (zero: lowest compared OMol25 entry of this formula, charge and spin)   94.9 kJ/mol
Net charge   -2
Spin multiplicity   2
Gap between HOMO and LUMO (alpha / beta)   2.411 / 5.901 eV
E   -648.34425 a.u.
⟨S²⟩   0.750

Element x y z (Å)
C: -1.38097 -0.08383 -1.29290
N: -0.81641 0.02514 0.00841
C: 0.25321 -0.94599 0.41160
C: 1.61653 -0.92623 -0.31610
S: 2.49872 -2.49174 0.07181
H: -2.42150 -0.49714 -1.33416
H: -0.92252 -0.88438 -1.89174
H: -1.56782 0.87941 -1.77790
H: -0.38798 0.93187 0.18882
H: 0.26629 -0.86723 1.49986
H: -0.14121 -1.95457 0.25105
H: 2.15041 -0.04129 0.03494
H: 1.42808 -0.80002 -1.38367
H: 0.34563 2.94885 1.48038
H: -0.63765 1.94158 1.83161
O: -0.28283 2.76556 2.21799

Löwdin population analysis, charges in e, atoms 1 to 8: number 1, C, carries -0.355; number 2, N, carries -0.157; number 3, C, carries -0.387; number 4, C, carries -0.787; number 5, S, carries -0.045; number 6, H, carries 0.034; number 7, H, carries 0.061; number 8, H, carries -0.002